Computed, not measured: C21H31BaN3OP2S as an isolated structure in a non-equilibrium geometry, with wB97M-V/def2-TZVPD.

Geometry as ORCA input:
```
! RIJCOSX wB97M-V def2-TZVPD def2/J DEFGRID3
* xyz 1 2
Ba 0.35724 0.04843 -1.27462
P 1.16514 2.06163 -1.05262
P 2.02404 -1.34617 -0.84722
N -1.19136 0.92923 -2.04942
N -0.51646 -1.54317 -2.02492
H -3.07586 0.44243 -2.93592
H -2.50036 -2.13187 -2.54802
H -2.79366 -0.11567 -1.24902
C -2.32746 0.01703 -2.24182
H -1.61026 -1.26617 -3.83232
C -1.76126 -1.32567 -2.73192
H -2.08116 2.58033 -2.94562
H -0.47316 -3.62197 -2.31492
C -1.20036 2.16063 -2.42922
C 0.06834 -2.74547 -1.91842
H -0.33346 3.99403 -1.70082
C -0.01256 3.03703 -2.15382
H 0.50544 3.27853 -3.09832
H 3.23484 -1.08397 -1.55402
H 2.58784 -1.51307 0.45438
H 2.44314 2.41323 -1.54252
H 1.14604 2.88703 0.11898
O 1.38354 0.53323 -2.90962
C 1.02754 0.15823 -4.21702
C 1.37144 1.31333 -5.17292
C 1.76094 -1.12857 -4.62682
H -0.06816 -0.02697 -4.30342
H 0.76574 2.20973 -4.94852
H 2.43724 1.58183 -5.05962
H 1.18904 1.03653 -6.22742
H 1.56504 -1.92947 -3.89582
H 1.44854 -1.47657 -5.62972
H 2.85094 -0.94407 -4.64542
C 1.32084 -2.90597 -1.34042
H 1.79614 -3.88267 -1.22282
N -0.34706 -0.71207 1.35788
S -1.55796 -0.45047 2.35218
C -0.89956 -1.54527 3.67988
C 0.47444 -1.85657 3.83278
C 0.90504 -2.73357 4.83168
C -0.02226 -3.32517 5.68678
C -1.38166 -3.03697 5.54478
C -1.81726 -2.15357 4.54838
C -0.98726 1.17623 2.93428
C -1.79166 2.27633 2.60128
C -1.44986 3.56623 3.01738
C -0.29736 3.77453 3.77608
C 0.51484 2.69303 4.11608
C 0.17774 1.40083 3.69958
H 0.00794 -1.67657 1.29358
H 1.23264 -1.43387 3.18418
H 1.95944 -2.96097 4.93658
H 0.31354 -4.01147 6.45448
H -2.09936 -3.50637 6.20498
H -2.87496 -1.95187 4.44578
H -2.69136 2.13153 2.01748
H -2.08176 4.40423 2.75438
H -0.03496 4.77273 4.10218
H 1.40844 2.85493 4.70638
H 0.83694 0.60933 3.99288
*
```

DFT total energy   -2163.670202 a.u.
M   572.8 g/mol
Highest occupied orbital energy (alpha / beta)   -9.0 / -8.9 eV
Kohn-Sham gap (alpha / beta)   0.2137 / 0.2055 Ha